Model w:
{"formula": "C2HFI2O", "method": "ωB97M-V/def2-TZVPD", "total_charge": 0, "elements": ["C", "C", "O", "F", "I", "I", "H"], "positions_angstrom": [[0.260, -1.171, -0.258], [-0.033, 0.713, 0.209], [0.606, -1.407, -1.349], [0.993, 1.001, 1.025], [0.044, 1.917, -1.535], [-1.873, 0.753, 1.323], [0.002, -1.804, 0.586]]}

=====

Model x:
{"formula": "C2HFI2O", "method": "ωB97M-V/def2-TZVPD", "total_charge": 0, "elements": ["C", "C", "O", "F", "I", "I", "H"], "positions_angstrom": [[0.133, 0.096, 0.583], [0.538, 1.432, 0.909], [0.258, -0.847, 1.333], [1.102, 1.701, 2.065], [3.895, -0.312, -0.099], [0.173, 3.054, -0.309], [-0.318, 0.020, -0.421]]}

=====

Model y:
{"formula": "C2HFI2O", "method": "ωB97M-V/def2-TZVPD", "total_charge": 0, "elements": ["C", "C", "O", "F", "I", "I", "H"], "positions_angstrom": [[-0.056, -0.635, 0.248], [1.077, -0.875, 1.189], [-1.002, -1.372, 0.184], [1.214, -1.869, 1.981], [1.896, -2.039, -1.954], [2.481, 0.508, 1.369], [-0.012, 0.354, -0.376]]}

=====

Most stable pick: model w. Distance to second place: 14.8 kcal/mol.

=====

Model w:
{"formula": "C4H4N2", "method": "ωB97M-V/def2-TZVPD", "total_charge": 0, "elements": ["C", "C", "N", "N", "C", "C", "H", "H", "H", "H"], "positions_angstrom": [[-0.756, 0.030, 1.102], [0.699, 0.014, 1.020], [-1.727, 0.034, -1.172], [1.804, -0.007, -1.232], [-1.446, -0.134, -0.008], [1.260, 0.149, -0.157], [-2.025, -0.750, -1.744], [2.126, 0.790, -1.779], [-1.234, 0.064, 2.067], [1.298, -0.190, 1.903]]}

=====

Model x:
{"formula": "C4H4N2", "method": "ωB97M-V/def2-TZVPD", "total_charge": 0, "elements": ["C", "C", "C", "C", "N", "N", "H", "H", "H", "H"], "positions_angstrom": [[0.535, -0.802, -0.937], [0.921, -1.989, -0.565], [0.493, 0.435, -1.697], [-0.600, 0.036, 1.277], [0.230, 1.190, -0.675], [0.349, 0.128, 0.255], [0.653, 0.871, -2.618], [-0.178, -0.273, 2.236], [-0.919, 0.993, 1.489], [-1.484, -0.590, 1.235]]}

=====

Model y:
{"formula": "C4H4N2", "method": "ωB97M-V/def2-TZVPD", "total_charge": 0, "smiles": "CC(C#N)C#N", "elements": ["C", "C", "C", "N", "C", "N", "H", "H", "H", "H"], "positions_angstrom": [[-0.925, -0.575, 0.019], [0.406, 0.163, 0.267], [1.590, -0.525, -0.278], [2.510, -1.159, -0.575], [0.096, 1.521, -0.203], [-0.508, 2.477, -0.442], [-1.679, -0.028, 0.589], [-0.878, -1.624, 0.314], [-1.205, -0.496, -1.035], [0.593, 0.246, 1.344]]}

=====

Model z:
{"formula": "C4H4N2", "method": "ωB97M-V/def2-TZVPD", "total_charge": 0, "elements": ["C", "C", "C", "N", "C", "N", "H", "H", "H", "H"], "positions_angstrom": [[-0.532, -1.032, -0.159], [0.616, -0.522, 0.285], [1.874, -1.151, -0.009], [2.882, -1.655, -0.272], [-0.207, 2.508, -0.464], [-1.210, 2.152, 0.029], [-2.037, 1.776, 0.449], [-0.572, -1.964, -0.709], [-1.473, -0.517, 0.005], [0.660, 0.406, 0.845]]}

=====

Most stable pick: model y. Distance to second place: 34.7 kcal/mol.

=====

Model w:
{"formula": "C4H4N2", "method": "ωB97M-V/def2-TZVPD", "total_charge": 0, "elements": ["C", "C", "C", "C", "N", "N", "H", "H", "H", "H"], "positions_angstrom": [[0.511, 1.362, 0.256], [1.129, -0.932, 0.035], [1.496, 0.371, 0.064], [-2.024, -0.904, -0.823], [-0.236, 2.261, 0.148], [-2.477, -0.339, 0.087], [1.872, -1.653, -0.490], [0.133, -1.358, 0.204], [2.519, 0.729, -0.091], [-2.924, 0.463, 0.609]]}

=====

Model x:
{"formula": "C4H4N2", "method": "ωB97M-V/def2-TZVPD", "total_charge": 0, "elements": ["N", "C", "C", "C", "C", "N", "H", "H", "H", "H"], "positions_angstrom": [[1.295, 0.720, -0.007], [0.693, 0.472, 1.088], [-0.705, 0.139, 1.104], [-1.877, -0.135, 1.144], [-0.408, -1.428, -2.908], [0.064, -0.622, -2.199], [0.494, 0.016, -1.525], [2.279, 0.935, 0.151], [1.192, 0.492, 2.061], [-2.918, -0.379, 1.158]]}

=====

Most stable pick: model w. Distance to second place: 16.1 kcal/mol.

=====

Model w:
{"formula": "C4H6O2S2", "method": "ωB97M-V/def2-TZVPD", "total_charge": 0, "elements": ["C", "C", "C", "C", "H", "H", "H", "H", "H", "H", "O", "O", "S", "S"], "positions_angstrom": [[-0.181, 0.217, -0.560], [1.286, 0.546, -0.161], [0.764, -0.287, 1.109], [-0.744, 0.085, 0.887], [-1.203, 1.994, -1.234], [-0.432, -0.680, -1.033], [1.534, 1.552, -0.050], [1.772, -1.431, -1.347], [-0.892, 1.116, 1.474], [-2.698, -1.051, 0.226], [-0.960, 1.001, -1.462], [2.182, -0.183, -1.131], [1.367, -1.450, 2.064], [-1.796, -1.427, 1.219]]}

=====

Model x:
{"formula": "C4H6O2S2", "method": "ωB97M-V/def2-TZVPD", "total_charge": 0, "smiles": "O=C[C@@H](S)COC=S", "elements": ["O", "C", "C", "S", "C", "O", "C", "S", "H", "H", "H", "H", "H", "H"], "positions_angstrom": [[0.302, -1.730, -0.499], [0.525, -1.332, 0.655], [0.498, 0.190, 0.885], [2.324, 0.657, 0.831], [-0.040, 0.857, -0.380], [-1.435, 0.819, -0.463], [-1.770, -0.371, -1.156], [-3.315, -0.844, -1.305], [0.761, -2.095, 1.508], [-0.016, 0.387, 1.755], [2.303, 1.908, 1.410], [0.386, 1.977, -0.346], [0.332, 0.375, -1.286], [-0.857, -0.799, -1.608]]}

=====

Most stable pick: model x. Distance to second place: 61.0 kcal/mol.

=====

Model w:
{"formula": "C12H36O6", "method": "ωB97M-V/def2-TZVPD", "total_charge": 0, "smiles": "CCO.CCO.CCO.CCO.CCO.CCO", "elements": ["C", "C", "O", "H", "H", "H", "H", "H", "H", "C", "C", "O", "H", "H", "H", "H", "H", "H", "C", "C", "O", "H", "H", "H", "H", "H", "H", "C", "C", "O", "H", "H", "H", "H", "H", "H", "C", "C", "O", "H", "H", "H", "H", "H", "H", "C", "C", "O", "H", "H", "H", "H", "H", "H"], "positions_angstrom": [[-15.556, -40.817, -27.253], [-16.859, -40.127, -26.861], [-17.622, -41.007, -26.017], [-14.978, -41.187, -26.411], [-15.078, -40.119, -27.948], [-15.790, -41.655, -27.915], [-17.338, -39.896, -27.821], [-16.692, -39.173, -26.352], [-18.265, -40.423, -25.595], [-10.895, -41.043, -27.766], [-9.611, -40.383, -28.251], [-8.672, -40.320, -27.187], [-11.197, -40.782, -26.755], [-10.822, -42.135, -27.799], [-11.686, -40.871, -28.503], [-9.723, -39.363, -28.635], [-9.268, -40.957, -29.121], [-7.879, -39.873, -27.499], [-14.660, -35.932, -24.495], [-14.836, -37.361, -24.039], [-14.280, -38.271, -25.003], [-15.473, -35.270, -24.191], [-14.793, -35.891, -25.583], [-13.698, -35.483, -24.262], [-15.907, -37.583, -23.988], [-14.400, -37.565, -23.059], [-14.587, -39.152, -24.768], [-11.485, -36.717, -28.731], [-11.946, -37.356, -27.452], [-13.359, -37.561, -27.543], [-10.477, -36.289, -28.681], [-12.061, -35.827, -29.007], [-11.519, -37.350, -29.618], [-11.669, -36.785, -26.562], [-11.481, -38.346, -27.385], [-13.601, -37.996, -26.700], [-7.622, -37.641, -32.187], [-8.581, -36.990, -31.212], [-7.813, -36.605, -30.059], [-6.892, -36.908, -32.538], [-8.103, -37.981, -33.114], [-7.134, -38.508, -31.748], [-9.334, -37.692, -30.861], [-9.059, -36.134, -31.698], [-7.376, -35.768, -30.238], [-10.116, -33.594, -25.384], [-8.926, -32.992, -24.623], [-8.740, -33.658, -23.360], [-10.161, -34.678, -25.393], [-9.929, -33.268, -26.417], [-11.089, -33.144, -25.178], [-8.944, -31.917, -24.441], [-8.029, -33.272, -25.174], [-9.570, -33.638, -22.876]]}

=====

Model x:
{"formula": "C12H36O6", "method": "ωB97M-V/def2-TZVPD", "total_charge": 0, "smiles": "CCO.CCO.CCO.CCO.CCO.CCO", "elements": ["C", "C", "O", "H", "H", "H", "H", "H", "H", "C", "C", "O", "H", "H", "H", "H", "H", "H", "C", "C", "O", "H", "H", "H", "H", "H", "H", "C", "C", "O", "H", "H", "H", "H", "H", "H", "C", "C", "O", "H", "H", "H", "H", "H", "H", "C", "C", "O", "H", "H", "H", "H", "H", "H"], "positions_angstrom": [[0.720, 1.931, -0.464], [-0.558, 1.367, -1.115], [-0.266, 0.092, -1.806], [0.580, 2.764, 0.114], [1.614, 2.019, -1.278], [0.967, 0.964, 0.055], [-1.201, 2.014, -1.779], [-1.412, 1.198, -0.427], [-1.151, -0.101, -2.114], [4.028, -2.113, -1.914], [2.753, -1.263, -1.752], [1.486, -1.981, -1.738], [4.788, -1.432, -2.037], [4.008, -2.614, -2.846], [4.137, -2.819, -1.034], [2.669, -0.418, -2.434], [3.126, -0.661, -1.057], [0.844, -1.206, -1.680], [-0.675, 2.525, 3.270], [0.682, 3.234, 3.192], [1.647, 2.244, 2.954], [-0.653, 1.702, 3.957], [-0.880, 2.128, 2.402], [-1.566, 3.320, 3.426], [1.020, 3.681, 4.052], [0.750, 4.113, 2.528], [2.405, 2.535, 3.264], [1.564, -2.627, 2.537], [1.917, -1.130, 2.726], [0.880, -0.496, 3.235], [0.773, -2.779, 2.069], [1.443, -2.908, 3.501], [2.136, -3.166, 1.952], [2.222, -0.821, 1.798], [2.557, -1.294, 3.710], [1.265, 0.503, 3.458], [-1.380, 0.553, -4.976], [-2.540, -0.252, -4.487], [-2.434, -0.866, -3.200], [-0.547, -0.081, -5.089], [-1.215, 1.584, -4.298], [-1.575, 0.981, -6.087], [-2.733, -0.961, -5.304], [-3.467, 0.478, -4.452], [-3.333, -1.208, -3.080], [-3.766, -0.886, 1.142], [-2.337, -1.115, 1.243], [-1.830, -0.833, 2.435], [-4.168, -0.927, 0.288], [-4.108, 0.079, 1.446], [-4.456, -1.587, 1.712], [-1.842, -0.340, 0.492], [-2.005, -2.214, 0.961], [-0.884, -0.910, 2.527]]}

=====

Most stable pick: model w. Distance to second place: 147.6 kcal/mol.